Density functional theory data (ωB97M-V/def2-TZVPD) for C23H24FNO8S2 as an isolated structure in a non-equilibrium geometry.

Cartesian coordinates (Å):
C 4.511 -2.668 -0.846
C 3.690 -1.957 -1.958
C 3.260 -0.507 -1.609
C 2.327 -0.378 -0.362
C 1.224 -1.465 -0.237
N -0.075 -1.076 -0.935
S -1.311 -2.097 -0.173
S -0.063 -1.569 -2.580
O -1.465 -1.639 -3.050
O 0.724 -0.687 -3.450
F 0.478 -3.122 -2.607
H 4.413 -3.760 -1.027
H 5.594 -2.463 -0.896
H 4.126 -2.501 0.175
H 2.810 -2.557 -2.249
H 4.333 -1.910 -2.860
H 4.192 0.045 -1.358
H 2.818 0.027 -2.469
H 2.907 -0.309 0.575
H 1.799 0.594 -0.460
H 0.953 -1.515 0.833
H 1.545 -2.485 -0.510
H -0.779 -3.357 -0.366
C -1.052 1.051 1.584
C -2.054 1.809 1.144
C -1.991 3.285 1.230
O -2.907 3.976 0.829
C -0.774 3.888 1.821
C 0.228 3.126 2.260
C 0.165 1.651 2.174
O 1.078 0.954 2.572
H -1.077 -0.030 1.532
H -2.951 1.386 0.708
H -0.746 4.965 1.874
H 1.126 3.546 2.695
C -4.159 6.720 1.093
C -5.161 7.482 0.654
C -5.098 8.958 0.739
O -6.010 9.652 0.342
C -3.881 9.558 1.330
C -2.879 8.798 1.769
C -2.942 7.322 1.684
O -2.026 6.631 2.085
H -4.187 5.643 1.039
H -6.058 7.062 0.218
H -3.853 10.639 1.383
H -1.982 9.219 2.205
C -0.379 -7.708 -1.078
C -0.028 -6.459 -0.777
C 1.309 -6.151 -0.220
O 1.632 -5.012 0.058
C 2.241 -7.281 -0.013
C 1.890 -8.530 -0.314
C 0.554 -8.839 -0.871
O 0.234 -9.975 -1.147
H -1.351 -7.953 -1.486
H -0.696 -5.621 -0.924
H 3.213 -7.035 0.394
H 2.558 -9.369 -0.169

Force components x, y, z for each atom (eV/Å):
-0.4 -0.9 -0.4
0.3 0.5 -0.1
0.7 0.1 0.5
-0.4 0.1 -0.9
0.9 1.0 1.0
0.8 -3.0 -0.5
-0.3 -0.2 0.0
-3.7 2.3 -4.1
3.1 -0.6 1.6
0.0 -2.3 2.6
-0.1 1.9 0.3
0.1 0.5 0.2
-0.5 0.3 0.1
0.2 0.1 -0.4
0.4 0.2 0.2
-0.4 0.0 0.3
-0.5 -0.2 -0.2
0.2 -0.5 0.3
-0.3 -0.3 -0.4
0.3 -0.4 0.2
0.0 0.1 -0.6
-0.2 0.5 0.0
0.0 0.9 0.1
-0.2 0.0 -0.1
0.0 -0.2 0.0
-0.1 0.1 0.0
0.1 -0.3 -0.1
0.3 -0.1 0.1
-0.1 0.1 -0.1
0.2 0.0 0.1
0.0 0.0 -0.1
0.0 0.0 0.1
0.0 0.0 0.0
-0.1 0.0 0.0
0.0 0.0 0.0
-0.3 0.1 0.0
0.2 -0.1 0.1
-0.2 0.1 -0.1
0.1 0.0 0.0
0.2 0.0 0.1
-0.1 0.2 0.0
0.1 -0.1 0.0
-0.1 0.3 0.1
0.1 0.0 0.0
0.0 0.0 0.0
0.0 0.0 0.0
0.0 0.0 0.0
-0.1 0.3 0.0
-0.1 -0.1 0.0
0.1 0.2 0.0
-0.1 0.0 -0.1
0.1 -0.2 0.0
0.2 0.2 0.1
0.0 -0.2 -0.1
0.0 0.1 0.0
0.0 0.0 0.0
0.0 0.0 0.0
0.0 0.0 0.0
0.0 0.0 0.0

Properties
Orbital gap   8.087 eV
Lowest unoccupied orbital energy   -0.0690 Eh
Charge   0
HOMO level   -9.964 eV

These are the Löwdin partial charges, in e, on atoms 1 to 4: atom 1 (C): -0.103, atom 2 (C): -0.255, atom 3 (C): -0.213, atom 4 (C): -0.177

---

Density functional theory data (ωB97M-V/def2-TZVPD) for C23H24FeO8 as an isolated structure in a non-equilibrium geometry.

Cartesian coordinates (Å):
O -3.141 2.018 0.021
C -2.519 1.069 -0.238
Fe -1.499 -0.236 -0.845
C -2.560 -0.460 -2.244
O -3.180 -0.281 -3.209
C -0.452 0.885 -1.664
O -0.004 1.718 -2.336
C -2.580 -1.835 0.898
C -1.787 -0.972 1.813
C -0.689 -0.279 1.035
C 0.142 -1.111 0.251
C -0.496 -2.163 -0.399
C -1.891 -2.346 -0.200
H -3.673 -1.762 0.899
H -2.408 -0.236 2.348
H -1.325 -1.636 2.576
H -0.293 0.670 1.422
H 1.194 -0.861 0.064
H 0.053 -2.789 -1.105
H -2.397 -3.040 -0.881
C -3.849 -0.901 6.471
C -4.426 -0.803 5.091
O -4.325 -2.143 4.522
C -4.481 -2.163 3.183
C -3.937 -3.354 2.461
C -2.828 -4.109 3.095
O -2.480 -5.244 2.808
O -2.179 -3.462 4.099
C -1.347 -4.360 4.876
C -0.990 -3.615 6.127
C -4.865 -4.095 1.664
C -4.514 -5.333 1.044
C -5.409 -6.089 0.326
C -6.751 -5.653 0.159
O -7.588 -6.474 -0.536
C -8.976 -6.081 -0.689
C -7.130 -4.408 0.727
C -6.203 -3.655 1.435
O -5.020 -1.216 2.600
H -3.831 0.084 6.941
H -4.444 -1.566 7.102
H -2.825 -1.282 6.428
H -5.483 -0.507 5.088
H -3.850 -0.104 4.469
H -1.912 -5.269 5.112
H -0.471 -4.624 4.271
H -0.412 -4.263 6.788
H -0.392 -2.725 5.913
H -1.892 -3.311 6.663
H -3.510 -5.713 1.179
H -5.111 -7.033 -0.128
H -9.406 -6.886 -1.284
H -9.476 -6.019 0.288
H -9.063 -5.124 -1.220
H -8.153 -4.036 0.599
H -6.516 -2.691 1.825

Force components x, y, z for each atom (eV/Å):
1.2 -1.9 -0.4
-2.7 3.8 1.5
1.4 -1.0 -0.5
-3.2 -0.4 -4.1
1.0 -0.1 1.5
1.8 3.2 -2.7
-0.4 -1.3 1.2
0.2 0.8 -2.1
0.4 0.1 1.1
1.0 0.0 2.1
0.1 1.2 0.4
0.7 -2.2 0.3
-0.7 -1.5 0.8
0.6 -0.3 -0.1
0.1 -0.3 -0.2
-0.2 0.4 0.0
0.0 -0.6 0.0
-0.6 0.0 -0.2
-0.3 0.2 0.2
0.0 0.4 0.2
0.1 0.0 0.4
-0.2 -0.3 -0.1
0.0 0.3 -0.8
-0.4 1.7 -0.4
-1.2 -1.2 2.0
0.9 -0.5 0.2
-0.3 0.7 0.0
-0.3 -0.5 -0.5
0.0 0.3 -0.2
0.2 0.2 0.4
-0.3 -0.1 -0.7
0.1 -0.3 -0.1
-0.7 0.2 -0.2
0.1 0.3 0.3
-0.1 0.7 0.3
0.7 -0.1 0.1
0.0 -0.5 -0.3
-0.1 0.0 -0.1
0.7 -1.4 0.6
0.0 0.0 0.0
0.1 0.0 -0.1
-0.2 0.1 0.0
0.3 0.0 0.0
-0.3 -0.2 0.0
0.1 0.2 -0.2
-0.2 -0.1 0.2
0.0 0.0 0.0
-0.1 -0.1 0.0
0.1 -0.1 -0.1
-0.2 0.1 -0.2
-0.1 0.2 0.1
-0.1 0.2 0.1
0.2 0.0 -0.2
0.1 -0.3 0.1
0.5 -0.1 0.1
0.0 -0.2 0.0

Properties
Orbital gap (spin up / spin down)   6.394 / 6.190 eV
Lowest unoccupied orbital energy (spin up / spin down)   0.0230 / -0.0795 Eh
Spin multiplicity   5
Charge   0
Energy above the lowest of the compared OMol25 structures with the same formula, charge and spin   0.00 kcal/mol
<S²>   6.153
HOMO level (spin up / spin down)   -5.767 / -8.353 eV

These are the Löwdin partial charges, in e, on atoms 1 to 4: atom 1 (O): 0.145, atom 2 (C): -0.140, atom 3 (Fe): 0.150, atom 4 (C): -0.127

---

Density functional theory data (ωB97M-V/def2-TZVPD) for C23H24HgN6O4Se as an isolated structure in a non-equilibrium geometry.

Cartesian coordinates (Å):
Hg -1.457 -1.015 -0.265
C -1.400 -1.941 -3.934
O -0.706 -1.302 -2.883
C 0.645 -1.124 -2.995
C 1.316 -1.253 -4.195
C 2.689 -1.030 -4.271
C 3.379 -0.674 -3.126
C 2.716 -0.541 -1.917
C 1.332 -0.759 -1.802
N 0.645 -0.597 -0.611
N 1.469 -0.388 0.424
C 1.047 0.033 1.631
C -0.261 0.500 2.012
O -1.319 0.453 1.235
C -0.422 1.103 3.281
C 0.595 1.218 4.193
C 1.872 0.689 3.901
C 2.927 0.749 4.839
C 4.149 0.190 4.571
C 4.364 -0.441 3.336
C 3.363 -0.486 2.395
C 2.096 0.077 2.639
H -0.917 -2.883 -4.207
H -2.398 -2.138 -3.551
H -1.461 -1.293 -4.815
H 0.778 -1.531 -5.092
H 3.198 -1.131 -5.222
H 4.447 -0.492 -3.174
H 3.248 -0.257 -1.023
H -1.413 1.470 3.525
H 0.420 1.695 5.150
H 2.749 1.246 5.787
H 4.945 0.235 5.305
H 5.326 -0.895 3.128
H 3.533 -0.963 1.440
N -1.258 -3.037 1.704
N -2.070 -4.014 1.117
C -2.980 -3.698 0.060
O -3.839 -4.552 -0.141
O -2.804 -2.622 -0.611
H -0.318 -3.386 1.832
H -1.615 -2.707 2.593
H -2.433 -4.728 1.727
C -3.635 2.652 1.101
N -2.670 2.861 0.047
C -1.645 3.780 0.042
C -0.948 3.599 -1.099
N -1.550 2.563 -1.783
C -1.148 2.020 -3.061
C -2.590 2.090 -1.058
Se -3.656 0.654 -1.487
H -3.516 3.434 1.849
H -3.454 1.675 1.547
H -4.643 2.677 0.687
H -1.485 4.462 0.857
H -0.082 4.109 -1.481
H -0.410 2.680 -3.512
H -2.022 1.938 -3.705
H -0.724 1.025 -2.932

Force components x, y, z for each atom (eV/Å):
-0.4 -1.1 -0.6
-0.1 0.1 0.0
0.0 -0.1 0.2
0.1 0.0 0.2
0.0 0.0 -0.1
0.1 0.0 0.0
0.0 0.0 -0.1
-0.1 0.0 0.1
0.0 0.0 -0.1
0.5 0.3 -0.1
0.1 -0.1 -0.1
-0.4 0.1 0.1
0.1 -0.1 -0.4
0.1 1.0 1.1
0.3 0.0 0.3
-0.3 0.1 -0.1
0.2 -0.1 -0.1
0.1 -0.1 0.0
0.0 0.1 0.1
-0.1 0.0 -0.1
0.3 -0.1 0.0
-0.2 0.1 0.2
0.0 0.0 0.0
0.0 0.0 0.0
0.0 0.0 0.0
0.0 0.0 0.0
0.0 0.0 0.0
0.0 0.0 0.0
0.0 0.0 0.0
0.0 0.0 -0.1
0.0 0.0 0.0
0.0 0.0 0.0
0.0 0.0 0.0
0.0 0.0 0.0
0.0 0.0 0.0
0.0 0.2 -0.1
-0.1 0.3 -0.3
0.3 -0.3 0.4
0.0 0.1 -0.1
-0.4 -0.5 -0.1
0.0 0.0 -0.1
-0.1 0.1 0.0
-0.1 -0.1 0.0
-0.1 -0.2 0.1
0.2 0.0 -0.2
0.1 0.1 0.1
0.0 0.0 0.0
-0.2 0.1 0.4
0.1 -0.2 -0.1
0.0 0.1 -0.1
-0.1 -0.1 0.0
0.0 0.0 0.0
0.0 0.0 0.0
0.0 0.0 0.0
0.0 0.0 0.0
0.0 0.0 0.0
0.0 0.0 0.1
0.0 0.0 0.0
0.0 0.1 0.0

Properties
Orbital gap (spin up / spin down)   5.279 / 6.622 eV
Lowest unoccupied orbital energy (spin up / spin down)   0.0951 / 0.0951 Eh
Spin multiplicity   2
Charge   -1
Energy above the lowest of the compared OMol25 structures with the same formula, charge and spin   7.21 kcal/mol
<S²>   0.803
HOMO level (spin up / spin down)   -2.692 / -4.034 eV

These are the Löwdin partial charges, in e, on atoms 1 to 4: atom 1 (Hg): 1.133, atom 2 (C): -0.081, atom 3 (O): -0.203, atom 4 (C): -0.258

---

Q: charge of number 3 (C23H24HgN6O4Se)?
A: -1

---

Q: The lowest charge belongs to which entry?
A: C23H24HgN6O4Se

---

Q: The lowest charge belongs to which entry?
A: C23H24HgN6O4Se

---

Q: Among the records above, which one has the lowest charge?
A: C23H24HgN6O4Se